{"formula": "C5H10HgOP", "method": "ωB97M-V/def2-TZVPD", "relative_energy_kj_mol": 104.60, "total_charge": -1, "energy_ha": -766.2866, "multiplicity": 1, "symbols": ["H", "C", "H", "H", "C", "H", "P", "Hg", "H", "H", "H", "H", "H", "C", "H", "O", "C", "C"], "positions_angstrom": [[2.504, 2.811, -0.868], [2.098, 1.313, 0.616], [-2.717, -0.917, -1.917], [1.665, -0.073, 2.154], [1.810, 2.034, -0.555], [-1.061, -2.727, 1.744], [-2.316, -1.589, -0.751], [-0.300, -0.389, 0.243], [-1.288, 1.026, -1.657], [-2.121, -2.923, -1.157], [0.372, -2.198, 2.499], [-3.470, -1.633, 0.051], [0.479, 2.547, -2.147], [1.373, 0.334, 1.205], [3.027, 1.596, 1.143], [-0.301, -2.108, 1.787], [-0.384, 1.025, -1.096], [0.631, 1.871, -1.294]], "forces_ev_per_a": [[-0.03, -0.12, 0.01], [0.89, 0.66, 0.24], [-0.09, -0.09, 0.04], [0.85, 0.14, 0.46], [0.00, 0.06, -0.19], [0.61, -0.18, 0.74], [0.92, -0.26, 1.38], [0.26, -0.20, 0.52], [-0.49, 0.67, -1.24], [-0.74, -0.04, -0.43], [-0.84, -0.48, -0.28], [-0.59, -0.32, -0.61], [0.36, 0.24, 0.09], [-0.17, -1.21, 1.10], [-0.16, 0.16, -0.20], [-0.01, -0.81, 0.64], [-1.65, 0.03, -1.41], [0.90, 1.75, -0.86]], "lowdin_charge": [0.05, -0.36, -0.13, -0.06, -0.25, 0.01, 0.58, 0.79, -0.08, -0.17, 0.05, -0.17, 0.07, -0.35, 0.07, -0.26, -0.43, -0.36]}



{"formula": "C29H52AuBN8S", "method": "ωB97M-V/def2-TZVPD", "s_squared": 2.01, "total_charge": 2, "energy_ha": -2132.4871, "multiplicity": 3, "symbols": ["C", "H", "C", "H", "H", "H", "H", "C", "H", "H", "H", "C", "H", "C", "H", "C", "C", "C", "H", "H", "C", "H", "H", "C", "C", "C", "H", "C", "H", "C", "N", "H", "C", "C", "C", "Au", "H", "N", "H", "H", "H", "H", "N", "H", "N", "H", "H", "H", "H", "H", "H", "H", "N", "H", "C", "C", "H", "C", "H", "H", "C", "N", "H", "N", "H", "H", "C", "H", "C", "C", "C", "C", "H", "H", "C", "N", "H", "H", "C", "H", "H", "S", "H", "H", "H", "H", "C", "H", "H", "H", "B", "H"], "positions_angstrom": [[-1.847, 0.444, -3.435], [1.538, -2.730, -3.510], [0.384, -2.999, 3.414], [-5.439, 1.909, 0.778], [-3.702, -0.413, -4.187], [-0.258, -3.161, 4.281], [1.022, -3.879, 3.299], [3.025, -2.688, -1.360], [1.989, 1.900, -1.313], [-1.301, 1.144, -5.414], [3.752, -1.132, 0.628], [-1.894, 4.637, 2.786], [-5.894, 2.663, -0.753], [2.520, 4.511, -0.693], [-2.184, 4.041, 3.652], [-2.242, -1.319, 3.333], [-5.083, 2.538, -0.039], [-0.858, 3.941, 1.967], [0.233, 0.777, -2.856], [4.412, 3.478, 1.024], [-1.289, -1.530, 2.332], [1.017, -2.132, 3.622], [6.101, -3.289, -1.165], [4.602, -1.653, 0.193], [-0.428, -0.050, -3.145], [-3.910, 1.925, -0.727], [3.519, 4.514, -1.135], [-2.499, 1.016, -2.199], [-0.443, -0.829, -2.357], [0.497, -2.655, 0.955], [-2.104, 0.471, 2.055], [0.884, 5.287, 1.962], [-3.782, 0.683, 3.905], [2.662, 2.030, -0.456], [3.396, 3.483, 1.425], [-0.103, 0.426, -0.196], [-0.002, -0.514, -4.037], [-1.045, 2.731, 1.401], [1.540, -5.457, -1.087], [-1.209, 2.398, -4.162], [-0.806, -4.888, 1.790], [1.784, 4.442, -1.497], [4.149, -2.761, -0.661], [-4.110, 0.066, 4.738], [2.424, -3.748, -1.879], [-4.652, 0.915, 3.290], [-4.537, 1.632, -2.823], [5.197, -2.071, 1.001], [3.050, -5.772, -1.954], [-0.049, -2.507, 0.014], [-2.242, -1.161, -4.838], [1.088, -3.572, 0.868], [-1.906, 1.109, -1.009], [-2.794, 4.842, 2.205], [0.421, 4.361, 1.656], [5.166, -3.793, -0.925], [-2.047, -4.120, 2.781], [0.989, 3.353, 0.872], [5.220, -0.950, -0.367], [3.250, 4.422, 1.959], [-1.779, 1.535, -4.512], [-2.750, 1.647, -0.104], [-2.014, -3.825, 1.040], [-1.214, -0.441, 1.569], [3.686, 2.035, -0.839], [2.375, 5.462, -0.180], [2.380, 3.335, 0.284], [0.393, -3.622, -2.471], [-0.453, -2.777, 2.144], [2.546, -5.084, -1.277], [-1.389, -3.973, 1.924], [1.390, -3.631, -2.917], [1.468, -4.493, -3.575], [4.881, -4.411, -1.769], [-2.739, -0.049, 3.126], [0.089, 2.378, 0.738], [3.300, 2.667, 2.146], [-3.397, 1.621, 4.306], [-3.786, 1.539, -2.054], [5.320, -4.416, -0.045], [-3.201, 2.428, 1.954], [2.310, -1.123, -1.608], [2.567, 1.176, 0.230], [3.084, -5.035, -0.336], [1.195, -1.823, 1.105], [-2.780, 1.874, -4.783], [-2.691, -0.735, -3.937], [-2.766, -1.518, -3.178], [-1.494, 5.583, 3.143], [-2.538, -2.006, 4.110], [-2.329, 1.854, 1.384], [-4.836, 3.517, 0.375]], "forces_ev_per_a": [[0.00, 0.01, 0.04], [0.04, -0.02, 0.01], [-0.02, 0.00, -0.01], [0.02, 0.01, -0.03], [0.02, -0.02, 0.01], [0.03, 0.01, -0.02], [-0.04, 0.03, 0.01], [0.01, -0.15, 0.14], [0.05, 0.01, 0.05], [-0.03, 0.02, 0.04], [-0.03, -0.02, 0.00], [0.01, -0.04, -0.02], [0.00, 0.00, 0.01], [0.01, -0.01, -0.02], [0.02, 0.01, -0.03], [0.00, -0.15, 0.06], [0.04, -0.01, 0.00], [-0.04, -0.01, 0.03], [-0.03, -0.04, -0.04], [-0.05, 0.01, 0.02], [-0.03, 0.00, 0.09], [-0.01, -0.04, -0.01], [0.01, 0.04, 0.01], [0.00, -0.08, -0.09], [-0.02, -0.04, 0.13], [-0.04, 0.00, -0.03], [-0.05, 0.01, 0.03], [-0.05, 0.05, -0.03], [-0.01, 0.07, -0.11], [-0.02, 0.08, 0.03], [0.01, 0.17, -0.11], [-0.05, -0.07, -0.02], [0.03, -0.01, -0.03], [-0.04, -0.09, 0.02], [0.01, 0.00, 0.01], [-0.35, 0.40, 0.39], [0.00, 0.03, 0.01], [-0.12, -0.04, 0.00], [-0.02, 0.02, -0.01], [-0.02, -0.02, -0.02], [-0.02, 0.02, 0.02], [0.03, 0.01, 0.02], [0.14, 0.08, 0.08], [0.00, 0.00, -0.01], [-0.13, -0.09, -0.13], [0.02, -0.01, 0.00], [0.05, 0.00, 0.07], [0.00, -0.03, 0.01], [0.01, 0.00, -0.01], [0.05, -0.01, 0.06], [-0.03, 0.03, 0.04], [-0.05, 0.02, 0.00], [0.24, -0.17, -0.04], [0.03, -0.01, 0.00], [0.10, 0.07, 0.00], [0.02, 0.05, 0.03], [0.01, 0.01, -0.03], [-0.01, 0.06, 0.05], [0.01, -0.01, -0.04], [0.01, -0.03, -0.01], [0.02, 0.01, -0.03], [-0.10, 0.07, 0.00], [0.01, -0.01, 0.02], [0.13, -0.27, -0.06], [-0.04, 0.01, 0.00], [-0.01, -0.02, -0.02], [-0.02, 0.00, -0.01], [0.03, 0.00, 0.03], [0.03, 0.03, -0.02], [-0.06, -0.01, -0.06], [0.03, -0.02, -0.03], [0.02, -0.01, 0.13], [0.02, -0.01, 0.00], [0.02, 0.06, -0.01], [-0.04, 0.07, 0.02], [0.14, -0.11, -0.14], [0.01, 0.03, -0.02], [0.00, -0.02, -0.01], [-0.04, -0.01, -0.07], [-0.02, -0.01, 0.01], [0.06, -0.03, -0.05], [0.04, 0.17, -0.18], [0.01, 0.04, -0.06], [-0.05, 0.02, 0.00], [-0.03, -0.04, -0.04], [0.03, 0.00, 0.01], [0.00, -0.03, 0.00], [0.00, 0.03, -0.03], [0.00, 0.00, 0.00], [0.01, 0.08, -0.05], [0.07, -0.08, 0.03], [0.01, -0.03, -0.02]], "lowdin_charge": [-0.54, 0.07, -0.03, 0.09, 0.09, 0.09, 0.09, -0.66, 0.05, 0.10, 0.06, 0.00, 0.09, -0.03, 0.09, 0.04, 0.01, -0.24, 0.06, 0.09, -0.24, 0.09, 0.11, -0.03, -0.12, -0.23, 0.09, -0.21, 0.04, -0.10, 0.03, 0.13, 0.00, -0.12, -0.03, 1.05, 0.10, 0.04, 0.11, 0.10, 0.09, 0.09, -0.17, 0.09, -0.17, 0.09, 0.13, 0.11, 0.11, 0.06, 0.09, 0.08, 0.00, 0.09, 0.05, 0.00, 0.09, -0.22, 0.11, 0.09, -0.02, 0.05, 0.09, 0.02, 0.10, 0.09, -0.55, 0.10, -0.54, -0.01, -0.03, -0.03, 0.11, 0.09, -0.24, 0.01, 0.09, 0.09, 0.06, 0.11, 0.12, 0.98, 0.04, 0.09, 0.05, 0.09, -0.03, 0.09, 0.09, 0.13, -0.48, 0.09]}



{"formula": "C4H8O4", "method": "ωB97M-V/def2-TZVPD", "relative_energy_kj_mol": 424.43, "smiles": "CC(=O)[C@](C)(O)OO", "total_charge": 0, "energy_ha": -458.0715, "multiplicity": 1, "symbols": ["H", "O", "C", "H", "H", "H", "H", "C", "O", "H", "O", "O", "C", "C", "H", "H"], "positions_angstrom": [[2.272, 0.193, 0.549], [-1.859, -0.128, -0.334], [0.518, -0.019, -0.165], [0.663, -1.923, -1.108], [1.647, -0.682, -1.869], [-0.131, -0.702, -2.122], [-0.906, 1.847, -1.408], [-1.017, -0.125, 1.908], [0.673, 1.376, -0.460], [-0.179, -0.672, 2.341], [1.468, -0.270, 0.809], [0.018, 1.777, -1.631], [0.686, -0.909, -1.402], [-0.914, -0.142, 0.418], [-1.971, -0.544, 2.221], [-0.967, 0.924, 2.252]], "forces_ev_per_a": [[0.14, -0.04, -0.05], [0.07, -0.02, 0.03], [-0.66, -0.80, -1.16], [-0.05, -1.15, 0.37], [-0.07, -0.03, 0.00], [0.57, -0.21, 0.44], [-0.86, -0.06, 0.54], [-0.12, 0.06, 0.33], [0.32, 0.41, 0.74], [-0.19, 0.14, 0.10], [-0.04, 0.17, 0.20], [0.81, -0.11, -1.04], [-0.40, 1.81, -0.50], [0.41, 0.17, 0.16], [-0.03, 0.03, -0.02], [0.09, -0.39, -0.13]], "lowdin_charge": [0.12, 0.10, -0.55, 0.08, 0.10, 0.10, 0.09, 0.01, -0.06, 0.08, 0.05, 0.01, 0.02, -0.35, 0.09, 0.11]}



{"formula": "C28H36F6N8OSbV", "method": "ωB97M-V/def2-TZVPD", "s_squared": 2.01, "relative_energy_kj_mol": 128.24, "total_charge": 2, "energy_ha": -3385.0963, "multiplicity": 3, "symbols": ["C", "H", "F", "H", "H", "H", "N", "C", "H", "C", "C", "C", "C", "N", "H", "H", "C", "C", "H", "H", "H", "F", "C", "H", "N", "H", "H", "H", "H", "C", "C", "H", "C", "H", "H", "H", "C", "C", "C", "C", "N", "O", "H", "H", "H", "H", "C", "F", "C", "N", "H", "N", "N", "H", "H", "H", "Sb", "C", "C", "C", "F", "C", "C", "H", "H", "F", "H", "H", "C", "F", "H", "C", "N", "C", "H", "C", "C", "H", "H", "H", "V"], "positions_angstrom": [[-1.254, -1.277, -3.149], [-4.727, 0.242, -1.048], [-1.219, 1.424, 1.301], [2.440, 0.969, -1.800], [-1.879, -2.091, 2.832], [2.201, -1.086, -3.160], [1.154, 0.412, 1.181], [3.814, -2.579, 1.003], [2.021, 3.625, -3.191], [-3.903, -0.221, -0.505], [-2.179, -1.311, 2.131], [0.971, -0.060, 2.421], [-4.302, -0.374, 0.961], [-2.698, 0.643, -0.707], [-2.215, -3.353, -0.831], [-1.757, -1.932, 0.233], [2.427, -2.595, 0.969], [3.251, 0.271, 3.021], [1.754, -0.557, 4.339], [-2.836, 1.447, -0.093], [-1.619, -1.405, -5.260], [-2.863, 3.363, 1.394], [2.369, -1.697, -1.125], [-2.976, -3.485, -5.028], [-1.281, -1.378, 0.935], [-1.321, 5.392, -1.156], [4.345, -2.939, 1.874], [-0.910, 0.847, -3.188], [4.247, -1.277, -2.076], [3.753, -1.650, -1.188], [3.439, 0.831, 1.766], [3.535, 0.766, 5.578], [-2.117, -2.916, -1.820], [-2.055, -0.351, 2.623], [0.920, -2.144, -2.596], [4.414, 1.190, 1.468], [4.466, 0.035, 3.886], [-0.695, 4.551, -1.419], [2.371, 0.903, 0.901], [-2.682, -3.570, -2.898], [4.326, 0.271, 5.204], [5.471, -0.387, 3.353], [5.573, -2.056, -0.110], [-3.761, -2.452, 1.219], [2.497, 1.381, -0.054], [-1.846, 3.190, -0.262], [0.789, 2.348, -2.004], [-0.289, 3.855, 1.854], [1.163, 3.566, -2.535], [-0.270, 2.206, -1.183], [1.873, -2.982, 1.819], [-1.436, -1.768, -1.924], [0.660, -0.092, -2.125], [5.131, 0.139, 5.797], [0.183, -0.091, -4.187], [-3.216, -4.498, -2.749], [-1.624, 2.888, 2.745], [1.976, -0.141, 3.365], [-1.796, -1.850, -4.289], [1.517, 1.090, -2.363], [-2.870, 1.639, 3.376], [0.417, 4.694, -2.229], [1.541, -1.299, -2.315], [-3.728, -1.192, -0.966], [-4.177, 0.579, 1.485], [-2.061, 4.244, 3.916], [0.693, 5.661, -2.627], [-4.188, -1.619, 2.689], [4.492, -2.092, -0.099], [-0.300, 2.022, 3.745], [1.813, 1.124, -3.416], [-2.540, -3.011, -4.159], [1.704, -2.160, -0.063], [-0.999, 3.302, -0.917], [-0.436, -1.914, 1.130], [-3.638, -1.502, 1.754], [-0.347, -0.087, -3.229], [-5.375, -0.573, 0.964], [-0.023, -0.377, 2.687], [-2.739, 1.025, -1.649], [-0.565, 0.258, -0.225]], "forces_ev_per_a": [[0.05, 0.02, 0.00], [-0.01, 0.01, 0.01], [0.05, -0.10, 0.10], [0.01, -0.01, 0.02], [-0.02, -0.02, -0.02], [-0.03, -0.03, -0.05], [0.02, 0.01, -0.06], [0.01, -0.01, -0.01], [0.00, 0.00, 0.00], [-0.01, -0.06, 0.04], [-0.01, 0.01, 0.00], [0.01, -0.02, -0.03], [0.02, 0.01, -0.02], [0.24, 0.14, 0.00], [-0.02, -0.01, 0.01], [0.00, 0.00, 0.02], [-0.04, -0.02, 0.03], [0.00, 0.00, 0.01], [0.00, 0.01, 0.00], [-0.06, 0.02, -0.07], [0.00, 0.00, 0.01], [-0.16, 0.05, 0.16], [0.01, 0.07, -0.01], [0.00, 0.00, 0.00], [0.18, -0.17, -0.02], [0.00, 0.00, 0.00], [0.00, 0.01, 0.00], [0.01, 0.01, 0.02], [0.00, -0.01, -0.01], [0.01, 0.06, 0.02], [0.00, 0.00, 0.00], [0.00, 0.01, 0.00], [0.00, 0.01, -0.01], [0.00, 0.05, 0.04], [-0.09, 0.00, 0.07], [0.00, 0.00, -0.01], [0.00, 0.02, 0.00], [0.01, 0.00, 0.01], [0.00, 0.03, 0.00], [0.00, 0.00, 0.01], [0.00, -0.02, 0.00], [0.00, -0.01, 0.00], [0.00, -0.01, 0.00], [0.01, -0.01, 0.01], [0.00, 0.02, -0.03], [0.05, 0.01, -0.05], [-0.03, -0.02, 0.01], [-0.03, -0.05, -0.09], [0.00, 0.01, 0.01], [0.27, 0.06, -0.07], [0.00, 0.01, -0.03], [0.07, 0.01, 0.00], [0.07, -0.05, 0.05], [0.00, 0.01, 0.00], [-0.02, -0.01, -0.01], [0.00, 0.00, 0.00], [0.04, -0.06, -0.14], [0.00, 0.01, 0.01], [0.01, -0.01, 0.01], [0.01, 0.04, 0.03], [0.00, -0.02, -0.04], [0.02, 0.01, 0.00], [-0.05, -0.04, -0.04], [0.01, 0.03, -0.02], [0.00, -0.02, 0.00], [0.00, -0.03, 0.05], [0.00, 0.00, -0.01], [0.00, 0.00, 0.00], [0.01, 0.00, 0.00], [-0.02, 0.02, 0.07], [-0.01, 0.00, -0.01], [-0.01, 0.00, 0.00], [-0.04, -0.03, 0.00], [0.01, -0.01, 0.02], [0.05, -0.03, 0.03], [0.00, 0.03, -0.01], [0.04, -0.03, -0.03], [0.00, 0.01, 0.01], [0.02, -0.01, 0.01], [-0.03, -0.06, -0.03], [-0.67, 0.14, 0.00]], "lowdin_charge": [-0.28, 0.13, -0.42, 0.12, 0.13, 0.14, 0.00, -0.03, 0.13, -0.18, -0.20, -0.14, -0.16, -0.02, 0.12, 0.03, -0.13, -0.10, 0.14, 0.06, 0.13, -0.34, -0.29, 0.13, -0.03, 0.13, 0.12, 0.13, 0.12, -0.01, 0.04, 0.12, -0.12, 0.08, 0.13, 0.14, -0.50, 0.00, -0.08, -0.01, 0.20, 0.09, 0.13, 0.12, 0.10, 0.07, -0.25, -0.31, 0.02, 0.02, 0.12, 0.07, -0.19, 0.13, 0.15, 0.13, 1.47, 0.02, 0.02, -0.13, -0.31, 0.01, -0.09, 0.09, 0.11, -0.29, 0.13, 0.13, -0.02, -0.31, 0.15, -0.01, 0.10, -0.11, 0.08, -0.16, -0.11, 0.13, 0.09, 0.10, 1.10]}



{"formula": "C6H12NO", "method": "ωB97M-V/def2-TZVPD", "s_squared": 0.76, "relative_energy_kj_mol": 82.60, "total_charge": 0, "energy_ha": -365.6923, "multiplicity": 2, "symbols": ["C", "C", "H", "H", "C", "H", "H", "O", "H", "H", "C", "H", "H", "C", "H", "N", "H", "C", "H", "H"], "positions_angstrom": [[-2.802, 0.026, 0.369], [-0.782, -1.376, -0.465], [-4.170, 1.583, -0.016], [-0.865, 0.546, 0.364], [-1.520, -0.340, 0.387], [4.050, 0.222, 1.366], [1.940, 0.117, -2.046], [1.612, 0.158, -0.048], [-2.498, 2.137, 0.223], [5.401, -0.056, 0.507], [-3.266, 1.463, 0.588], [5.604, 0.119, 2.094], [-0.078, -1.985, 0.117], [0.018, -0.692, -1.534], [-3.530, 1.663, 1.625], [4.958, -0.208, 1.405], [-1.493, -2.062, -0.940], [1.247, -0.047, -1.199], [-0.328, -0.701, -2.558], [-3.496, -0.567, -0.239]], "forces_ev_per_a": [[0.02, -0.14, -1.44], [-0.70, -0.75, 0.11], [0.09, 0.27, 0.13], [0.06, -0.34, 1.58], [0.88, 1.96, -2.03], [-0.04, 0.35, 0.46], [-0.15, 0.43, 0.07], [0.03, 0.11, 0.08], [0.03, 0.27, 0.22], [-0.09, -0.08, 0.01], [-0.22, -1.11, -0.04], [-0.25, 0.49, 0.55], [-0.17, 0.19, 0.16], [-0.40, -0.04, 0.54], [0.09, 0.17, 0.03], [0.32, -0.78, -1.05], [0.06, 0.04, 0.14], [0.46, -0.58, -0.39], [0.09, -0.02, -0.07], [-0.12, -0.42, 0.93]], "lowdin_charge": [-0.16, -0.19, 0.07, 0.10, -0.11, -0.01, 0.11, 0.03, 0.07, 0.00, -0.10, -0.01, 0.12, 0.00, 0.07, 0.02, 0.11, -0.30, 0.11, 0.10]}



{"formula": "C2H3BrN2", "method": "ωB97M-V/def2-TZVPD", "relative_energy_kj_mol": 367.10, "smiles": "c1c2[nH]n1-2.Br", "total_charge": 0, "energy_ha": -2761.3160, "multiplicity": 1, "symbols": ["N", "H", "C", "C", "H", "H", "N", "Br"], "positions_angstrom": [[0.902, -1.615, -0.188], [1.612, 1.349, -0.120], [1.519, 0.329, -0.217], [1.969, -0.824, 0.316], [-1.909, 0.382, 0.376], [0.270, -2.196, 0.312], [0.320, -0.284, -0.132], [-3.151, -0.147, -0.002]], "forces_ev_per_a": [[-0.76, 1.79, -2.33], [0.71, 1.89, -0.07], [-2.02, 0.18, -1.50], [0.88, -2.42, 2.47], [0.52, 0.11, 0.11], [0.32, -1.10, 1.27], [0.91, -0.27, 0.17], [-0.56, -0.17, -0.12]], "lowdin_charge": [-0.01, 0.07, -0.15, -0.02, -0.35, 0.09, 0.05, 0.31]}